P | Density functional theory data (the ωB97M-V functional and the def2-TZVPD basis) for a 2-piece molecular cluster, C5H11N2 overall.

Properties
Kohn-Sham gap (spin up / spin down), hartree: 0.306 / 0.337
Total charge: +1
Multiplicity: 3
E_LUMO (spin up / spin down), eV: -3.8073 / -5.9543

Structure (XYZ):
```
18
C5H11N2 the ωB97M-V functional and the def2-TZVPD basis
C -2.3774 -1.9286 0.0379
C -0.3793 -0.5457 -0.2918
C -1.1126 2.1206 0.3933
C 1.4193 0.9046 -0.8820
C 1.6998 -1.0601 0.5885
N -1.3165 -1.3315 -0.3274
N 0.8874 -0.3399 -0.3775
H -3.3037 -2.1395 -0.6543
H -2.3938 -2.3491 1.1227
H -2.1191 1.8793 0.6900
H -1.0291 2.6500 -0.6126
H -0.3285 2.1233 1.0508
H 1.9662 1.4257 -0.0794
H 2.1666 0.6931 -1.7072
H 0.6317 1.5713 -1.3147
H 2.0006 -1.9702 0.0825
H 2.5887 -0.4143 0.8767
H 0.9998 -1.2889 1.4043
```

The molecule's Mulliken atomic charges, reported in e, are given here: C -0.208; C 0.305; C -1.198; C -0.896; C -0.847; N -0.057; N 0.122; H 0.272; H 0.260; H 0.385; H 0.374; H 0.474; H 0.378; H 0.332; H 0.299; H 0.315; H 0.348; H 0.344

=====

Q | Density functional theory data (the ωB97M-V functional and the def2-TZVPD basis) for an isolated ion of composition C5H11N2 and charge +1.

Properties
Kohn-Sham gap (spin up / spin down), hartree: 0.258 / 0.408
Total charge: +1
Multiplicity: 3
E_LUMO (spin up / spin down), eV: -3.5021 / -4.8087

Structure (XYZ):
```
18
C5H11N2 the ωB97M-V functional and the def2-TZVPD basis
C 1.7830 -0.3921 -0.0283
C -1.6868 -1.5169 0.2161
C -1.0210 -0.5944 1.2219
C -0.5306 0.4020 0.1737
C -1.3411 1.4965 -0.3780
N 2.9637 -0.2588 -0.5349
N 0.6796 0.2834 -0.4706
H 1.6683 -0.9213 0.9070
H -1.0129 -1.9092 -0.3960
H -2.5506 -1.0107 -0.1776
H -1.8467 -0.2419 1.8640
H -0.2079 -1.1524 1.7222
H -1.5310 1.5837 -1.4290
H -0.8130 2.3707 -0.0098
H -2.3383 1.4866 0.1945
H 3.7712 -0.6459 -0.1862
H 3.3098 0.0920 -1.4913
H 0.7042 0.9288 -1.1976
```

The molecule's Mulliken atomic charges, reported in e, are given here: C 0.121; C -0.909; C -0.353; C 0.548; C -1.367; N -0.344; N -0.182; H 0.248; H 0.458; H 0.330; H 0.297; H 0.251; H 0.411; H 0.445; H 0.322; H 0.237; H 0.250; H 0.236

=====

Stability, lowest: P

=====

P | Density functional theory data (the ωB97M-V functional and the def2-TZVPD basis) for one molecule with the formula C22H27N3O6S.

Properties
SMILES: COc1ccccc1N1CCN(C(=O)CN(c2ccc3c(c2)OCCO3)S(C)(=O)=O)CC1
Kohn-Sham gap, hartree: 0.302
E_LUMO, eV: 0.7113

Structure (XYZ):
```
59
C22H27N3O6S the ωB97M-V functional and the def2-TZVPD basis
C 1.8880 -1.4997 3.5259
H 2.5560 -2.1657 4.0812
O 0.9846 -2.2287 2.7254
C 1.4943 -3.0186 1.7197
C 2.8551 -3.1347 1.4829
C 3.3465 -3.9346 0.4657
C 2.4690 -4.6552 -0.3178
C 1.1110 -4.5576 -0.0841
C 0.5842 -3.7324 0.9111
N -0.8037 -3.7019 1.0425
C -1.6203 -3.6211 -0.1521
C -2.5297 -2.3756 -0.0886
N -1.8935 -1.3699 0.7389
C -1.0465 -0.5004 0.1514
O -0.9014 -0.4561 -1.0594
C -0.3126 0.4718 1.0738
N 0.4064 1.4809 0.3392
C -0.2965 2.4515 -0.3811
C 0.4015 3.4230 -1.0911
C -0.2677 4.4153 -1.7921
C -1.6630 4.4734 -1.7681
C -2.3574 3.5006 -1.0664
C -1.6919 2.4981 -0.3891
H -2.2773 1.7562 0.1267
H -3.4347 3.5442 -1.0630
O -2.3689 5.4685 -2.4052
C -1.5617 6.5673 -2.7611
C -0.2694 6.0795 -3.4150
H 0.3628 6.9153 -3.7184
O 0.4851 5.3186 -2.4983
H -0.5204 5.4682 -4.2931
H -2.1501 7.1756 -3.4497
H -1.3120 7.1564 -1.8676
H 1.4767 3.4430 -1.0904
S 1.9689 1.0429 -0.1224
O 2.8318 2.1821 -0.0240
O 2.3237 -0.0837 0.6947
C 1.8665 0.5245 -1.8464
H 2.7161 -0.1196 -2.0303
H 0.9333 -0.0135 -1.9630
H 1.8968 1.4051 -2.4724
H -0.9969 0.9490 1.7806
H 0.4467 -0.0880 1.6215
C -1.8811 -1.7535 2.1328
H -2.8785 -1.5908 2.5589
C -1.4989 -3.2582 2.2180
H -0.8870 -3.4400 3.0974
H -2.4104 -3.8636 2.3004
H -1.1588 -1.1592 2.6820
H -3.5000 -2.6100 0.3563
H -2.6796 -1.9614 -1.0855
H -0.9682 -3.5376 -1.0214
H -2.2383 -4.5239 -0.2567
H 0.4321 -5.1479 -0.6803
H 2.8328 -5.2996 -1.1041
H 4.4110 -3.9912 0.2990
H 3.5527 -2.5696 2.0767
H 1.2693 -0.9467 4.2334
H 2.4734 -0.8009 2.9220
```

The molecule's Mulliken atomic charges, reported in e, are given here: C -1.036; H 0.351; O -0.209; C 1.107; C -0.594; C -0.766; C -0.887; C -0.269; C 0.119; N 0.143; C -1.009; C -1.035; N 0.039; C 1.463; O -0.792; C -1.900; N 0.204; C 1.025; C -0.525; C 0.130; C 0.536; C -1.404; C -0.438; H 0.338; H 0.404; O -0.471; C -0.467; C -0.469; H 0.340; O -0.453; H 0.290; H 0.338; H 0.295; H 0.785; S 0.942; O -0.689; O -0.486; C -0.849; H 0.427; H 0.241; H 0.374; H 0.560; H 0.358; C -0.712; H 0.361; C -1.014; H 0.401; H 0.427; H 0.417; H 0.424; H 0.370; H 0.580; H 0.361; H 0.514; H 0.394; H 0.407; H 0.389; H 0.238; H 0.382

=====

Q | Density functional theory data (the ωB97M-V functional and the def2-TZVPD basis) for one molecule with the formula C22H27N3O6S.

Properties
SMILES: COc1ccccc1N(CC(=O)NC[C@@H]1CCCO1)C(=O)CNS(=O)(=O)c1ccccc1
Kohn-Sham gap, hartree: 0.334
E_LUMO, eV: 0.5990

Structure (XYZ):
```
59
C22H27N3O6S the ωB97M-V functional and the def2-TZVPD basis
C 2.8278 1.9620 1.1206
H 2.9082 1.5262 2.1149
O 2.4799 0.8929 0.2672
C 2.4700 1.1120 -1.0676
C 2.7650 2.3254 -1.6806
C 2.7436 2.4420 -3.0579
C 2.4399 1.3545 -3.8549
C 2.1369 0.1445 -3.2589
C 2.1415 0.0165 -1.8793
N 1.7970 -1.2429 -1.3127
C 0.5333 -1.7105 -1.3432
O 0.2342 -2.8567 -1.0413
C -0.5372 -0.6519 -1.6091
N -0.3983 0.3303 -0.5629
S -0.7472 1.9126 -0.8644
O -0.4142 2.1804 -2.2322
O -0.1288 2.6896 0.1692
C -2.5238 1.9862 -0.6580
C -3.3384 2.1343 -1.7617
C -4.7139 2.1255 -1.5914
C -5.2505 1.9623 -0.3240
C -4.4204 1.8100 0.7768
C -3.0455 1.8198 0.6105
H -2.3714 1.7081 1.4453
H -4.8448 1.6841 1.7613
H -6.3222 1.9553 -0.1920
H -5.3647 2.2453 -2.4442
H -2.8803 2.2612 -2.7298
H -0.5943 0.0290 0.3836
H -0.3844 -0.1234 -2.5503
H -1.5211 -1.1407 -1.6133
C 2.8143 -1.9843 -0.5914
H 3.7981 -1.7566 -1.0022
H 2.6054 -3.0527 -0.7083
C 2.8222 -1.6578 0.9165
O 3.8454 -1.5287 1.5500
N 1.5856 -1.6221 1.4431
H 0.7983 -1.6802 0.8191
C 1.2465 -1.1192 2.7504
H 1.3108 -0.0246 2.7673
H 1.9414 -1.5257 3.4889
C -0.1913 -1.5273 3.0705
H -0.4530 -1.1469 4.0686
C -0.4333 -3.0504 2.9846
H -0.8471 -3.4197 3.9225
H 0.4939 -3.5802 2.7801
C -1.4422 -3.2047 1.8419
H -0.9331 -3.3860 0.8948
C -2.1022 -1.8283 1.8242
H -2.8790 -1.7571 2.5997
O -1.0580 -0.9163 2.1101
H -2.5360 -1.5546 0.8614
H -2.1593 -4.0030 2.0161
H 1.8825 -0.7180 -3.8584
H 2.4267 1.4473 -4.9294
H 2.9625 3.3977 -3.5090
H 2.9807 3.1950 -1.0825
H 3.7956 2.3915 0.8468
H 2.0488 2.7291 1.1048
```

The molecule's Mulliken atomic charges, reported in e, are given here: C -1.125; H 0.305; O 0.354; C 0.147; C -0.628; C -0.742; C -0.771; C -0.277; C -0.179; N 0.588; C 0.251; O -0.676; C -1.159; N 0.662; S 1.685; O -0.714; O -0.759; C 0.091; C -0.316; C -0.683; C -0.398; C -0.789; C -0.476; H 0.459; H 0.425; H 0.395; H 0.399; H 0.496; H -0.167; H 0.673; H 0.529; C -0.773; H 0.431; H 0.391; C 0.630; O -0.725; N 0.666; H -0.596; C -0.729; H 0.133; H 0.453; C -0.205; H 0.550; C -0.937; H 0.382; H 0.319; C -0.337; H -0.014; C -0.469; H 0.393; O -0.496; H 0.333; H 0.488; H 0.518; H 0.395; H 0.422; H 0.459; H 0.406; H 0.311

=====

Stability, lowest: P